(1)
69
Properties=species:S:1:pos:R:3:forces:R:3 method="wB97M-V/def2-TZVPD" e_homo_ev=-13.30 spin_multiplicity=1 de_lowest_kj_mol=0.0 homo_lumo_gap_ev=7.45 total_charge=+2
Pd 0.12439 0.41771 -0.54613 -0.6 0.1 -0.2
C 3.70834 0.75419 1.73985 0.0 -0.1 0.0
C 4.05511 2.07130 1.49873 0.1 0.0 0.0
C 3.29800 2.84858 0.63145 0.0 0.0 -0.1
C 2.17617 2.30542 0.02633 -0.3 -0.3 -0.2
C 1.79745 0.97075 0.30698 0.0 0.0 0.1
C 2.58136 0.19303 1.13619 -0.1 0.1 0.0
C 1.31073 2.97348 -0.95795 0.1 -0.1 0.2
C 1.46745 4.26162 -1.50007 -0.1 0.0 -0.1
C 0.56712 4.71025 -2.42940 0.1 -0.1 0.1
C -0.51939 3.90013 -2.83574 0.0 0.0 0.0
C -1.49386 4.29998 -3.77620 -0.1 -0.1 -0.1
C -2.52079 3.45325 -4.09438 0.1 0.1 0.0
C -2.62826 2.17872 -3.49950 0.1 -0.1 0.1
C -1.69335 1.77170 -2.59165 0.0 0.0 0.0
C -0.62306 2.62632 -2.24967 -0.2 0.0 -0.1
N 0.29760 2.20608 -1.34761 0.5 0.0 0.3
H 4.31801 0.15121 2.40023 0.0 0.0 0.0
H 4.93157 2.49286 1.97082 0.0 0.0 0.0
H 3.59617 3.86862 0.42588 0.0 0.0 0.0
H 2.35255 -0.85386 1.31386 0.0 0.0 0.0
H 2.29538 4.87745 -1.18185 0.0 0.0 0.0
H 0.67529 5.69617 -2.86359 0.0 0.0 0.0
H -1.41642 5.27744 -4.23254 0.0 0.0 0.0
H -3.27245 3.75720 -4.80914 0.0 0.0 0.0
H -3.45004 1.52261 -3.76097 0.0 0.0 0.0
H -2.51513 0.03619 -2.20324 0.0 0.0 0.0
O -0.87824 -1.49478 0.25550 0.1 0.6 0.2
S -0.80723 -2.66114 1.12872 1.0 -0.5 -0.6
C -2.25429 -3.67792 0.92262 0.1 0.1 0.5
C -3.59401 -3.11061 1.43293 0.0 0.1 -0.2
C -4.49625 -2.66566 0.26915 0.1 0.0 0.0
C -3.96682 -1.40900 -0.42506 -0.2 -0.1 0.0
S -4.35896 -1.27698 -2.19255 0.1 0.0 0.0
O -1.71199 0.54573 -1.95022 0.0 0.1 -0.1
C -3.49702 -2.69709 -2.83519 0.0 -0.1 -0.1
C -4.19618 -3.57275 -3.65780 0.0 0.0 0.1
C -3.54653 -4.66157 -4.22423 0.0 0.0 0.0
C -2.20259 -4.88705 -3.96737 0.0 0.0 0.0
C -1.50198 -4.01188 -3.14583 0.0 -0.1 0.0
C -2.14237 -2.91588 -2.58885 0.0 0.1 0.0
C 0.54726 -3.64946 0.58535 0.0 -0.1 0.3
C 1.48058 -3.03067 -0.24180 -0.1 0.0 -0.1
C 2.57848 -3.76133 -0.66396 0.0 0.0 0.0
C 2.73396 -5.08140 -0.26284 0.0 0.0 0.0
C 1.80195 -5.68045 0.57530 0.0 0.0 0.0
C 0.70075 -4.96672 1.01307 0.0 0.0 0.0
H -1.97831 -4.61623 1.40746 -0.1 0.0 0.0
H -2.21129 -3.81255 -0.16671 -0.1 -0.1 0.0
H -3.44258 -2.28564 2.13540 0.0 0.0 0.0
H -4.07957 -3.90631 1.99594 0.0 0.0 0.0
H -5.50529 -2.49133 0.64012 0.0 0.0 0.0
H -4.56317 -3.49157 -0.44415 0.0 0.0 0.0
H -2.89071 -1.33110 -0.32489 0.0 0.0 0.0
H -4.39178 -0.50719 0.01935 0.0 0.0 0.0
H -5.24992 -3.40927 -3.84276 0.0 0.0 0.0
H -4.09887 -5.33910 -4.86113 0.0 0.0 0.0
H -1.69928 -5.73235 -4.41642 0.0 0.0 0.0
H -0.44747 -4.17385 -2.95624 0.0 0.0 0.0
H -1.57778 -2.21786 -1.98193 0.0 0.0 0.0
H 1.35827 -2.00779 -0.57159 0.0 0.0 0.0
H 3.31175 -3.29437 -1.30689 0.0 0.0 0.0
H 3.58777 -5.64948 -0.60682 0.0 0.0 0.0
H 1.93384 -6.70521 0.89328 0.0 0.0 0.0
H -0.00473 -5.43942 1.68150 0.0 0.0 0.0
I 0.23313 -3.42989 4.24747 -0.2 0.3 -0.3
C -0.41054 -2.04745 2.76828 -0.3 -0.2 -0.3
H 0.39281 -1.37568 2.44489 0.0 0.1 0.5
H -1.29245 -1.49010 3.08591 0.1 0.1 0.1

(2)
31
Properties=species:S:1:pos:R:3:forces:R:3 method="wB97M-V/def2-TZVPD" e_homo_ev=-13.37 spin_multiplicity=1 de_lowest_kj_mol=168.2 homo_lumo_gap_ev=10.53 total_charge=+1
C -2.32332 1.18459 1.75373 2.4 -1.4 0.1
C -1.66892 0.01213 1.78826 -0.5 0.7 -0.1
C -1.93666 2.55785 1.33846 -0.9 0.1 0.7
C -0.82583 2.79915 0.39657 -1.5 1.0 -3.0
C -0.33627 -1.12824 0.11484 1.6 0.7 -0.6
C 0.10406 -2.27509 -2.49105 1.4 -1.2 0.7
C 0.23911 -1.14737 2.56665 1.8 -2.4 -2.5
C 1.63947 -0.26534 -2.54269 2.0 -2.5 -0.2
C 1.27883 -1.60584 -1.79111 0.2 1.2 0.7
N 0.88155 -1.12266 -0.34566 2.0 -1.2 -0.1
N -0.25688 -0.30417 1.39729 -2.3 -2.3 2.2
O 2.75881 0.34350 -1.88355 1.6 -0.8 -1.6
Br 0.89191 2.64897 1.09735 1.7 -0.3 0.6
H -3.25418 1.10811 2.22985 -1.4 0.0 0.3
H -2.18608 -0.89864 2.13084 0.4 0.6 -0.2
H -2.83815 2.95834 0.84704 0.2 0.1 0.2
H -1.73307 3.17599 2.22580 -0.4 -0.2 0.0
H -0.90545 3.91641 0.20090 0.2 -1.6 -0.5
H -0.99075 2.15911 -0.57327 0.7 1.4 1.7
H -0.39697 -3.11390 -2.00033 0.6 0.0 0.1
H 0.43371 -2.56027 -3.47116 0.2 -0.4 -0.5
H -0.63552 -1.57896 -2.63936 -1.9 1.8 -0.3
H 0.36969 -0.62553 3.44683 -1.0 1.5 1.9
H -0.45240 -2.02849 2.57323 1.1 0.7 0.5
H 1.36119 -1.41394 2.44217 -1.9 -0.2 -0.6
H 1.95129 -0.68280 -3.51833 -0.1 0.5 0.1
H 0.86761 0.43576 -2.75543 -0.9 0.5 0.5
H 2.28393 -2.20134 -1.81610 -2.1 0.9 0.7
H 1.74334 -0.89053 0.27772 -1.8 0.1 -1.6
H 0.33440 0.49049 1.39947 0.8 1.6 -0.7
H 3.60156 0.05272 -2.39893 -2.2 0.9 1.5

(3)
57
Properties=species:S:1:pos:R:3:forces:R:3 method="wB97M-V/def2-TZVPD" smiles="COc1cc(O)c([C@H](CC(=O)N2CCCCC2)c2ccc3c(c2)OCO3)c(OC)c1" e_homo_ev=-7.83 spin_multiplicity=1 de_lowest_kj_mol=243.7 homo_lumo_gap_ev=8.52 total_charge=0
C -0.15886 -3.26097 4.12195 -0.1 -0.2 0.1
O 0.70720 -2.40196 3.42052 0.1 0.3 -0.3
C 0.18090 -1.62419 2.43315 -0.1 0.1 -0.2
C -1.14124 -1.64165 2.03169 -0.1 -0.2 0.3
C -1.57545 -0.79846 1.00676 0.3 0.1 -0.1
O -2.88449 -0.88699 0.67516 -0.1 0.1 0.1
C -0.69277 0.09238 0.39515 -0.3 0.1 -0.2
C -1.15618 1.10550 -0.63614 0.1 -0.2 0.0
C -0.74100 0.63223 -2.03841 -0.3 0.1 0.2
C -1.38963 -0.71968 -2.26758 0.4 0.2 -0.2
O -2.58069 -0.87388 -2.00679 -0.5 0.1 0.1
N -0.65781 -1.73541 -2.75529 -0.2 -0.1 -0.1
C 0.75561 -1.73528 -3.04815 0.5 0.2 0.1
C 1.53487 -2.30178 -1.85027 -0.1 0.0 0.0
C 0.66215 -3.32464 -1.11294 0.1 -0.1 -0.1
C -0.22715 -4.06304 -2.11074 0.1 0.1 0.1
C -1.22124 -3.07587 -2.73880 -0.4 -0.3 0.0
C -0.65483 2.48191 -0.25949 -0.1 0.3 -0.2
C 0.03207 3.31318 -1.12833 -0.2 -0.2 0.0
C 0.48311 4.57584 -0.74518 0.1 0.3 0.3
C 0.21997 4.97491 0.53970 -0.2 -0.4 0.2
C -0.47765 4.14947 1.42150 0.3 0.2 -0.4
C -0.92605 2.91028 1.04691 0.1 0.3 0.1
O -0.60610 4.78406 2.63161 -0.2 -0.5 -0.2
C 0.02190 6.03746 2.47861 0.1 0.9 0.9
O 0.54817 6.14793 1.17464 0.1 -0.2 -0.5
C 0.65532 0.06283 0.78286 0.0 -0.3 0.2
O 1.49289 0.89864 0.09502 -0.5 -0.4 0.1
C 2.77488 1.14354 0.61576 0.3 0.0 0.1
C 1.08759 -0.78229 1.78865 0.3 0.1 0.0
H -0.95622 -2.70406 4.62350 0.0 0.0 0.0
H -0.60240 -4.01140 3.45979 0.0 0.0 0.0
H 0.45906 -3.75841 4.86800 -0.1 0.0 0.0
H -1.87678 -2.28854 2.47881 -0.1 -0.1 0.1
H -3.00871 -0.69837 -0.27790 0.1 -0.1 0.0
H -2.25192 1.14823 -0.60935 0.2 0.0 0.0
H 0.34205 0.60053 -2.08625 0.0 0.0 -0.1
H -1.12855 1.31983 -2.79345 0.1 0.0 -0.1
H 0.89670 -2.37656 -3.92426 0.0 0.1 0.0
H 1.10350 -0.73940 -3.31620 0.0 -0.1 -0.1
H 1.80751 -1.49960 -1.16572 0.1 0.1 0.0
H 2.45288 -2.76879 -2.20988 0.1 0.0 0.0
H 1.29067 -4.02867 -0.56747 0.0 0.0 0.1
H 0.03099 -2.81076 -0.38500 0.0 0.0 0.1
H -0.77851 -4.86046 -1.61291 0.0 -0.1 -0.1
H 0.39783 -4.52198 -2.87952 0.0 -0.1 0.0
H -1.47854 -3.37898 -3.76017 -0.1 0.0 0.1
H -2.14282 -3.02597 -2.15536 0.1 -0.1 -0.1
H 0.24413 2.99088 -2.13400 0.0 -0.1 -0.1
H 1.01929 5.21301 -1.42852 0.1 0.1 -0.1
H -1.46137 2.28063 1.73839 -0.1 -0.1 0.1
H -0.71317 6.84158 2.64881 0.1 -0.2 -0.1
H 0.83703 6.13373 3.21429 -0.2 -0.1 -0.2
H 3.42368 0.26472 0.52969 0.0 0.0 0.0
H 3.18516 1.95350 0.01380 0.0 0.0 0.1
H 2.72784 1.45771 1.66209 0.0 0.0 0.0
H 2.11519 -0.81646 2.10723 0.2 0.0 0.0

(4)
47
Properties=species:S:1:pos:R:3:forces:R:3 method="wB97M-V/def2-TZVPD" smiles="CCCS(=O)(=O)N1CCc2ccc(NC(=O)c3ccccc3Cl)cc2C1" e_homo_ev=-8.31 spin_multiplicity=1 de_lowest_kj_mol=39.9 homo_lumo_gap_ev=8.86 total_charge=0
C -6.74243 -1.71408 1.15594 0.0 -0.2 -0.1
C -5.99996 -2.19088 -0.08616 -0.1 0.0 0.2
C -5.23426 -1.06067 -0.75037 0.6 -0.1 0.5
S -3.78779 -0.61255 0.26193 -0.4 0.1 -0.8
O -3.06220 -1.81301 0.56000 0.1 -0.2 -0.2
O -4.20845 0.21719 1.35656 -0.1 0.2 -0.1
N -2.91795 0.28364 -0.86230 -0.3 -0.6 0.7
C -3.06745 1.71921 -0.76249 -0.2 0.6 0.3
C -2.20445 2.28990 0.36052 -0.2 -0.1 -0.1
C -0.78884 1.80202 0.24776 0.0 0.0 0.0
C 0.24912 2.49311 0.86231 -0.1 -0.2 -0.1
C 1.55565 2.05419 0.79328 0.1 0.1 0.1
C 1.84849 0.88755 0.09229 -0.3 0.2 0.0
N 3.14155 0.36798 -0.02396 0.0 -0.2 -0.3
C 4.30103 0.84484 0.50021 0.0 -0.2 -0.2
O 4.41548 1.88096 1.12042 0.0 0.1 0.1
C 5.50433 0.00177 0.18547 0.2 -0.1 0.1
C 6.66640 0.68878 -0.16037 -0.1 0.0 0.0
C 7.83781 0.01774 -0.45152 0.0 0.0 0.0
C 7.87169 -1.36529 -0.38140 -0.1 0.0 0.0
C 6.73848 -2.06700 -0.01188 0.0 -0.1 0.0
C 5.56260 -1.38765 0.26798 0.1 0.2 0.0
Cl 4.19290 -2.33020 0.77908 0.0 -0.2 0.1
C 0.81640 0.19105 -0.52734 0.0 0.1 0.1
C -0.49472 0.63562 -0.45269 0.1 0.2 0.1
C -1.57108 -0.14824 -1.15918 0.3 -0.4 -0.2
H -6.04776 -1.24221 1.84465 -0.1 0.0 0.2
H -7.22045 -2.55200 1.65699 -0.1 0.0 0.1
H -7.50894 -0.98948 0.88839 -0.1 0.1 0.0
H -5.27938 -2.96280 0.19039 -0.1 -0.1 -0.1
H -6.70722 -2.62204 -0.79999 0.1 0.0 0.0
H -4.81637 -1.35602 -1.70814 0.0 0.0 -0.1
H -5.83339 -0.16162 -0.85841 0.0 0.2 -0.1
H -4.12139 1.92601 -0.57462 0.0 0.2 -0.1
H -2.78245 2.15150 -1.72740 -0.1 0.0 0.0
H -2.23290 3.38111 0.34289 0.0 0.0 0.0
H -2.62510 1.95263 1.31232 0.0 0.2 -0.1
H 0.02458 3.39735 1.40879 0.0 0.1 0.1
H 2.34655 2.60140 1.27690 0.0 0.0 0.0
H 3.19181 -0.50864 -0.52581 0.1 0.2 0.1
H 6.62255 1.76695 -0.18997 0.0 0.1 0.0
H 8.72329 0.57035 -0.72497 0.1 0.1 0.0
H 8.78198 -1.90144 -0.60212 0.1 -0.1 0.0
H 6.76043 -3.14285 0.06613 0.0 -0.1 0.0
H 1.03411 -0.71852 -1.07113 0.1 -0.1 -0.1
H -1.51291 -1.20026 -0.87310 0.2 0.1 -0.2
H -1.41938 -0.07538 -2.24587 0.0 0.0 0.1

(5)
15
Properties=species:S:1:pos:R:3:forces:R:3 method="wB97M-V/def2-TZVPD" smiles="[H]/N=C/c1c[nH]cc1C(=O)Cl" e_homo_ev=-8.99 spin_multiplicity=1 de_lowest_kj_mol=0.0 homo_lumo_gap_ev=9.54 total_charge=0
H -0.58493 -3.19683 -0.92803 -0.6 -2.8 0.1
N -0.46588 -2.24075 -0.90381 0.6 1.0 -1.7
C -0.73374 -1.70535 0.17745 1.1 2.3 1.6
C -0.35740 -0.20196 0.13952 0.7 -1.6 0.4
C 0.94596 0.32160 0.10902 -3.7 -1.6 0.0
N 0.81422 1.63118 -0.19439 2.0 0.2 0.8
C -0.45832 1.96768 -0.31945 -2.1 1.8 -0.5
C -1.25443 0.84669 -0.16318 1.7 -0.8 0.7
C -2.67618 0.85383 -0.08878 -1.3 0.4 -0.2
O -3.32834 1.83200 -0.21947 -0.5 0.3 -0.1
Cl -3.61050 -0.70697 0.26176 0.8 0.5 -0.1
H -1.03484 -2.21327 1.12346 0.0 0.4 -0.7
H 1.85172 -0.18042 0.21711 1.3 -0.5 0.2
H 1.61249 2.18921 0.08325 -0.5 0.7 -0.7
H -0.82336 2.97672 -0.53702 0.5 -0.4 0.2

(6)
94
Properties=species:S:1:pos:R:3:forces:R:3 method="wB97M-V/def2-TZVPD" e_homo_ev=-11.96 spin_multiplicity=1 homo_lumo_gap_ev=8.11 total_charge=+1
N 5.45664 -1.88051 0.06608 -0.1 0.6 0.1
C 4.40700 -0.83262 0.12579 0.2 -0.8 -0.2
C 3.02733 -1.51476 0.15528 0.2 1.0 -0.4
C 1.91039 -0.65141 -0.53005 0.9 -0.4 0.3
C 1.67037 -1.13055 -1.91788 -0.5 -0.2 0.1
C 0.98171 -2.35103 -2.11424 0.2 0.2 -0.2
C 0.39936 -3.10944 -0.96136 -0.1 -0.1 0.6
C -0.93223 -2.90514 -0.65426 -0.5 0.5 -0.5
C -1.53710 -3.56922 0.39685 0.6 -0.2 0.1
C -0.73892 -4.42884 1.12899 -0.3 0.4 -0.2
C 0.59069 -4.55909 0.76220 0.3 -0.5 0.4
N 1.17532 -3.94450 -0.26015 -0.2 0.2 -0.3
C 0.78302 -2.81628 -3.40475 0.6 -0.2 0.1
C 0.00271 -4.07520 -3.66505 0.4 0.1 0.2
O -1.17026 -4.01857 -3.59986 -1.4 0.0 -0.2
O 0.68069 -5.18393 -4.05029 0.2 0.1 0.4
C 1.47285 -5.78582 -3.02253 0.5 -0.3 -0.6
C 0.63388 -6.65200 -2.11680 0.7 -0.1 0.2
O -0.52538 -6.61886 -2.00357 -1.1 0.1 0.0
Br 1.69935 -7.91220 -1.07242 0.1 0.2 -0.1
C 1.26226 -2.09497 -4.49562 0.2 0.4 0.3
C 1.90892 -0.91407 -4.25533 -0.4 -0.5 -0.3
N 2.08708 -0.43642 -3.00212 0.2 -0.1 -0.2
C 2.74054 0.88980 -2.89164 0.0 0.2 0.6
C 1.84062 2.02743 -2.38567 -0.6 0.0 -0.3
C 0.35299 1.90977 -2.78276 0.2 0.4 -0.3
C -0.58302 2.21267 -1.64388 0.0 0.0 -0.2
F -0.30776 3.43626 -1.13884 -0.1 0.1 0.1
F -0.43479 1.32625 -0.62981 0.1 -0.2 0.0
C -2.08264 2.18440 -2.06948 -0.2 -0.3 0.8
F -2.29350 1.27296 -3.02381 0.1 0.1 -0.2
F -2.83568 1.83904 -1.01885 0.0 0.2 -0.1
F -2.48426 3.37273 -2.49892 0.1 0.0 -0.2
H 6.02554 -1.70995 -0.75230 0.2 -0.2 0.1
H 6.07318 -1.79882 0.86364 0.0 -0.1 0.0
H 4.54052 -0.20460 1.00218 0.0 0.2 0.1
H 4.51482 -0.20039 -0.75622 -0.1 0.2 0.0
H 2.73450 -1.64633 1.18636 -0.1 -0.5 0.1
H 3.14937 -2.44567 -0.37460 -0.1 -0.4 0.2
H 0.99482 -0.75349 0.03975 -0.2 0.0 0.0
H 2.24775 0.37379 -0.47684 -0.3 0.2 -0.1
H -1.51598 -2.22905 -1.26466 0.0 0.1 0.0
H -2.57381 -3.41067 0.64023 -0.1 0.0 0.0
H -1.13751 -4.96827 1.97041 0.1 -0.2 0.1
H 1.21621 -5.21833 1.34967 0.2 -0.1 -0.1
H 2.03238 -5.06506 -2.42838 -0.1 0.1 0.2
H 2.19984 -6.42010 -3.51928 0.0 -0.1 -0.1
H 1.11172 -2.42054 -5.51069 0.0 -0.1 -0.1
H 2.27213 -0.34432 -5.09288 0.2 0.4 0.1
H 3.59097 0.77274 -2.23088 0.1 0.0 0.0
H 3.13237 1.15608 -3.86446 -0.1 -0.2 -0.2
H 1.91755 2.19646 -1.31815 0.1 -0.2 0.2
H 2.21604 2.93341 -2.84931 0.2 0.1 0.1
H 0.07121 0.95793 -3.22418 0.1 -0.2 0.1
H 0.13176 2.66522 -3.53511 -0.1 0.0 -0.2
C -3.12073 0.90606 2.56586 0.0 -0.2 -0.3
C -2.02923 0.14718 3.27732 -0.3 0.3 -0.1
C -0.96379 1.01544 3.90416 0.0 0.1 0.3
O 0.19621 0.16564 3.84009 0.0 0.0 -0.1
C 0.02070 -0.68750 2.81899 0.0 0.0 0.1
O 0.87401 -1.39810 2.37577 -0.1 0.0 0.0
O -1.24430 -0.63853 2.34991 0.1 -0.1 0.1
H -2.72518 1.40660 1.68223 0.1 0.1 0.1
H -3.90506 0.22822 2.22921 0.0 0.0 0.1
H -3.56761 1.64704 3.22797 0.0 0.0 0.0
H -2.45990 -0.53710 4.01240 0.1 0.0 0.0
H -1.18084 1.28485 4.93478 0.2 -0.1 0.1
H -0.76319 1.92375 3.33202 0.0 0.0 -0.1
C 2.98710 -1.61329 7.49874 0.1 0.2 -0.3
C 2.27220 -0.46434 8.16606 0.2 -0.4 -0.1
C 0.97491 -0.83688 8.84836 0.0 0.0 0.2
O 0.21226 0.37182 8.73611 0.0 -0.1 -0.1
C 0.66822 1.04769 7.65683 0.1 0.0 0.0
O 0.13207 1.99462 7.17716 -0.1 0.0 -0.1
O 1.81640 0.49861 7.19712 -0.1 0.1 0.1
H 2.41308 -1.97787 6.64600 -0.1 0.0 0.1
H 3.95772 -1.29358 7.12093 0.0 0.0 0.1
H 3.14399 -2.43107 8.20198 0.0 0.0 0.0
H 2.94304 0.05057 8.85829 -0.1 0.1 0.0
H 1.10441 -1.10772 9.89304 -0.1 0.1 0.0
H 0.44034 -1.63809 8.33214 0.1 0.0 -0.1
C -3.92897 5.56040 -4.81693 0.2 0.2 -0.3
C -4.60839 6.72661 -4.14101 0.1 -0.3 -0.1
C -5.97477 6.41763 -3.56906 -0.1 0.0 0.2
O -6.64004 7.67920 -3.66632 0.1 -0.1 -0.1
C -6.06280 8.37661 -4.67947 0.0 0.0 0.0
O -6.49301 9.37626 -5.14394 0.0 0.0 0.0
O -4.91983 7.76036 -5.08550 -0.1 0.0 0.1
H -4.46113 5.27975 -5.72618 -0.1 0.0 0.1
H -2.91345 5.82776 -5.11029 0.0 0.0 0.0
H -3.88031 4.69879 -4.15196 0.0 0.0 0.1
H -3.95454 7.15646 -3.37674 -0.1 0.0 0.0
H -5.93841 6.08766 -2.53325 -0.1 0.1 0.0
H -6.52478 5.68260 -4.16236 0.1 0.0 -0.1

(7)
19
Properties=species:S:1:pos:R:3:forces:R:3 method="wB97M-V/def2-TZVPD" e_homo_ev=-8.37 spin_multiplicity=1 de_lowest_kj_mol=339.3 homo_lumo_gap_ev=9.30 total_charge=0
C -1.36743 -0.23271 1.69457 0.0 -0.1 0.1
C -1.64801 0.67116 0.49203 0.0 0.1 0.0
C -1.41099 -0.02573 -0.81935 0.1 0.1 -0.2
C -0.68260 0.45744 -1.82202 -0.2 0.0 0.1
C 2.19121 -0.23720 -1.00769 0.1 -0.2 0.4
C 2.30081 0.18744 0.43009 0.0 0.0 -0.1
O 1.95950 -1.53765 -1.00764 0.0 0.2 -0.2
H -1.55703 0.29213 2.63671 0.0 -0.1 -0.1
H -0.32619 -0.57353 1.69700 -0.2 0.0 0.0
H -2.00740 -1.12268 1.67185 0.1 0.1 0.0
H -1.02848 1.57603 0.54211 -0.1 -0.1 0.0
H -2.69338 1.00829 0.53707 0.1 -0.1 0.0
H -1.88581 -1.00320 -0.92791 0.1 0.1 0.0
H -0.18364 1.42227 -1.75938 -0.1 -0.1 0.0
H -0.55273 -0.09010 -2.75218 0.0 0.1 0.2
H 3.28970 0.64349 0.56605 -0.1 0.0 0.0
H 2.15134 -0.61535 1.16500 0.0 0.1 -0.1
H 1.57527 0.99394 0.59622 0.1 -0.1 0.0
H 1.87585 -1.81405 -1.93252 0.0 0.0 0.1

(8)
10
Properties=species:S:1:pos:R:3:forces:R:3 method="wB97M-V/def2-TZVPD" smiles=Nc1cnoc1 e_homo_ev=-8.32 spin_multiplicity=1 de_lowest_kj_mol=395.8 homo_lumo_gap_ev=9.10 total_charge=0
N -1.49446 -0.05842 -0.04695 -8.2 7.5 -0.9
C -0.21649 -0.04546 0.04936 1.5 0.2 -0.6
C 0.71336 1.02232 -0.06937 -2.1 4.7 1.8
N 1.89638 0.59670 -0.04236 2.4 0.4 0.3
O 1.84549 -0.70870 0.03523 -0.1 -2.5 -0.8
C 0.49678 -1.13065 -0.02919 4.7 -1.9 0.5
H -2.07050 1.00775 -0.05345 2.7 -4.1 0.0
H -2.22015 -0.67446 0.16983 0.0 -1.7 0.6
H 0.59468 2.19141 0.17497 -0.2 -2.9 -1.1
H 0.45492 -2.20049 -0.18807 -0.6 0.3 0.3